Entry 1:
Here is 3 unconnected molecules or ions with the total composition C28H39BBrClNO13P2S from OMol25. Energies are from ωB97M-V with the def2-TZVPD basis set.

Each line ends with the Löwdin charge.
Element x y z (Å)
C 0.421 0.822 5.004  -0.10
C 0.260 1.892 3.782  -0.20
C -0.041 1.102 2.428  -0.08
C 1.115 0.606 1.509  -0.07
C 2.676 0.791 1.783  -0.15
C 3.153 2.304 2.043  -0.39
C 4.740 2.345 1.656  -0.11
C 2.298 3.428 1.281  -0.08
C 0.705 -0.178 0.204  -0.11
N 1.706 -0.740 -0.757  0.04
C -0.795 -0.467 -0.178  0.06
C -1.183 -1.299 -1.485  -0.56
O -1.346 -2.570 -1.339  -0.09
O -1.308 -0.741 -2.731  -0.17
C -1.944 0.020 0.738  0.03
C -1.530 0.810 2.045  0.01
C -2.773 1.259 2.967  -0.25
O -2.776 1.199 4.223  0.04
C -4.066 1.756 2.130  0.02
C -4.936 2.980 2.525  -0.01
B -4.581 3.910 3.821  -0.40
C -3.042 4.332 4.222  -0.04
O -5.616 4.433 4.706  0.01
C -6.180 3.333 1.638  -0.48
Cl -7.261 4.779 2.016  0.55
C -6.596 2.514 0.364  -0.59
Br -8.164 3.009 -0.737  0.62
C -5.713 1.298 -0.042  -0.48
S -6.211 0.356 -1.562  0.69
C -4.482 0.966 0.837  -0.02
C -3.508 -0.264 0.452  -0.23
O -3.929 -1.334 -0.058  0.05
H -0.035 -0.160 4.611  0.09
H 1.511 0.716 5.328  0.07
H -0.268 1.155 5.868  0.07
H -0.683 2.508 4.050  0.08
H 1.115 2.642 3.722  0.08
H 2.952 0.059 2.635  0.13
H 3.270 0.413 0.865  0.10
H 3.131 2.464 3.189  0.11
H 5.219 1.293 1.713  0.08
H 5.301 3.004 2.414  0.08
H 4.886 2.725 0.576  0.08
H 1.703 4.010 2.080  0.08
H 3.061 4.196 0.865  0.08
H 1.655 3.047 0.421  0.09
H 2.350 -0.001 -1.068  0.07
H 2.186 -1.477 -0.220  0.08
H -2.920 3.989 5.322  0.09
H -3.034 5.488 4.200  0.08
H -2.256 3.882 3.527  0.05
H -5.488 5.410 4.783  0.10
H -6.955 -0.761 -1.210  -0.11
C 8.162 2.233 -0.611  -0.14
O 7.201 1.506 -1.351  -0.32
P 7.593 0.043 -2.164  0.75
O 7.769 -0.677 -0.827  -0.27
O 9.055 0.633 -2.637  -0.27
C 9.112 1.709 -3.558  -0.13
O 7.904 -1.368 -3.093  -0.27
C 7.646 -2.639 -2.524  -0.14
H 7.682 2.604 0.296  0.09
H 9.035 1.640 -0.343  0.09
H 8.466 3.105 -1.199  0.08
H 9.740 2.495 -3.137  0.08
H 8.120 2.121 -3.767  0.09
H 9.568 1.364 -4.491  0.09
H 6.655 -2.667 -2.065  0.09
H 8.419 -2.892 -1.800  0.09
H 7.674 -3.380 -3.328  0.09
C -3.093 -4.364 -2.582  -0.12
O -3.700 -5.644 -2.455  -0.31
P -4.947 -6.169 -3.510  0.74
O -3.957 -6.262 -4.673  -0.27
O -5.637 -4.674 -3.529  -0.27
C -6.213 -4.154 -2.343  -0.13
O -6.270 -6.748 -4.447  -0.29
C -6.012 -7.575 -5.566  -0.16
H -2.024 -4.475 -2.401  0.09
H -3.252 -3.912 -3.560  0.10
H -3.488 -3.712 -1.799  0.07
H -5.791 -3.166 -2.155  0.08
H -6.016 -4.795 -1.478  0.09
H -7.294 -4.049 -2.481  0.08
H -5.317 -8.377 -5.306  0.08
H -5.630 -6.981 -6.395  0.09
H -6.959 -8.027 -5.878  0.08

The highest occupied orbital energy comes out at -4.62 eV. The value obtained for the LUMO energy is -1.32 eV. The net charge is -1. The calculated total energy is -6262.72913 hartree. The HOMO-LUMO gap comes out at 3.31 eV.

=====

Entry 2:
Here is 8 unconnected molecules or ions with the total composition C28H39BN7 from OMol25. Energies are from ωB97M-V with the def2-TZVPD basis set.

Each line ends with the Löwdin charge.
Element x y z (Å)
B -9.524 -3.193 17.419  -0.40
H -8.510 -2.885 17.081  -0.09
H -9.481 -3.706 18.605  -0.01
H -10.206 -2.079 17.445  0.02
H -10.204 -4.020 16.804  -0.02
N -8.308 -5.860 15.103  -0.02
C -8.819 -6.896 14.493  -0.16
C -7.790 -7.360 13.548  -0.13
C -6.647 -6.442 13.540  -0.08
C -7.074 -5.441 14.607  -0.09
H -8.691 -5.212 15.724  0.08
H -9.607 -7.443 14.912  0.08
H -7.889 -8.310 12.790  0.12
H -5.649 -6.414 13.012  0.08
H -6.628 -4.562 15.016  0.06
N -10.279 0.919 20.240  -0.05
C -10.625 1.714 21.310  -0.17
C -11.963 2.296 21.186  -0.08
C -12.422 1.667 19.839  -0.08
C -11.278 0.828 19.343  -0.15
H -9.290 0.524 20.014  0.10
H -9.733 1.808 22.039  0.11
H -12.523 2.706 22.028  0.06
H -13.392 1.875 19.352  0.06
H -11.013 0.259 18.434  0.09
N -11.578 -2.716 15.514  -0.06
C -12.087 -1.557 14.766  -0.10
C -12.836 -2.133 13.661  -0.18
C -13.137 -3.507 13.982  -0.15
C -12.253 -3.880 15.162  -0.14
H -11.156 -2.789 16.418  -0.04
H -11.736 -0.447 14.891  0.11
H -13.340 -1.691 12.695  0.11
H -13.861 -4.226 13.319  0.11
H -12.117 -4.937 15.703  0.13
N -7.905 -6.170 19.491  -0.03
C -8.122 -7.286 20.305  -0.11
C -6.995 -7.426 21.168  -0.08
C -5.980 -6.335 20.896  -0.01
C -6.743 -5.547 19.792  -0.12
H -8.759 -5.724 18.827  0.21
H -8.802 -7.813 20.143  -0.03
H -6.886 -8.091 21.976  0.05
H -5.087 -6.228 21.248  -0.02
H -6.464 -4.593 19.293  0.10
N -6.437 -1.301 15.575  -0.02
C -6.318 -1.836 14.253  -0.14
C -5.311 -1.144 13.525  -0.06
C -4.573 -0.143 14.504  -0.03
C -5.309 -0.341 15.793  -0.09
H -7.233 -1.648 16.197  0.11
H -7.232 -2.553 14.116  0.13
H -5.029 -1.292 12.629  -0.02
H -3.717 0.466 14.454  0.04
H -5.117 0.012 16.783  0.06
N -7.861 -1.085 19.323  -0.03
C -7.469 0.229 18.895  -0.10
C -6.993 0.987 20.188  -0.08
C -7.220 0.073 21.338  -0.12
C -7.832 -1.147 20.791  -0.10
H -8.466 -1.611 18.616  0.06
H -7.544 0.568 17.925  0.05
H -6.670 2.086 20.153  0.09
H -7.123 0.165 22.408  0.07
H -8.193 -2.298 20.891  0.15
N -12.077 -3.578 19.617  -0.01
C -12.897 -2.682 20.430  -0.07
C -13.998 -3.446 21.051  -0.12
C -13.768 -4.740 20.572  -0.14
C -12.587 -4.823 19.576  -0.11
H -11.455 -3.132 18.953  0.06
H -12.617 -1.677 20.531  0.05
H -14.762 -2.877 21.685  0.11
H -14.348 -5.666 20.675  0.06
H -12.160 -5.726 19.081  0.10

The highest occupied orbital energy comes out at -5.29 eV. The value obtained for the LUMO energy is 2.71 eV. The net charge is -1. The calculated total energy is -1497.96815 hartree. The HOMO-LUMO gap comes out at 8.01 eV.

=====

Entry 3:
Here is a molecular structure, C28H39N10NaO4 from OMol25. Energies are from ωB97M-V with the def2-TZVPD basis set.

Each line ends with the Löwdin charge.
Element x y z (Å)
Na 1.648 0.103 0.407  0.37
O 4.088 -3.278 -0.845  0.02
C 3.549 -2.206 -0.582  -0.48
N 2.575 -1.903 0.277  0.08
C 2.535 -2.440 1.528  -0.46
O 3.512 -2.908 2.119  0.00
C 1.272 -2.261 2.324  -0.11
C 1.436 -2.172 3.701  -0.06
C 0.386 -2.060 4.591  -0.12
C -0.928 -2.021 4.035  -0.12
C -1.086 -2.064 2.692  -0.10
N -0.036 -2.189 1.809  -0.09
C 4.035 -0.996 -1.408  -0.18
C 4.829 -1.225 -2.530  -0.02
C 5.344 -0.141 -3.216  -0.08
C 5.064 1.138 -2.761  -0.09
C 4.252 1.275 -1.649  -0.16
N 3.743 0.235 -0.986  0.11
H 2.459 -2.220 4.045  0.10
H 0.555 -1.968 5.655  0.07
H -1.810 -1.911 4.653  0.08
H -2.050 -1.984 2.210  0.12
H 5.022 -2.251 -2.808  0.11
H 5.959 -0.291 -4.097  0.10
H 5.445 2.018 -3.265  0.09
H 3.970 2.255 -1.285  0.10
N 0.764 -1.452 -2.780  0.03
C 1.400 -1.121 -4.046  -0.28
C 1.655 0.382 -4.096  -0.21
C 0.397 1.237 -3.918  -0.21
C 0.697 2.602 -3.306  -0.29
N 1.145 2.440 -1.919  0.03
H 1.290 -1.067 -2.004  0.05
H 0.692 -2.446 -2.603  0.08
H 0.724 -1.413 -4.860  0.10
H 2.353 -1.641 -4.222  0.09
H 2.163 0.638 -5.033  0.11
H 2.356 0.627 -3.295  0.07
H -0.308 0.717 -3.263  0.09
H -0.107 1.375 -4.881  0.10
H -0.190 3.244 -3.393  0.10
H 1.499 3.088 -3.877  0.10
H 0.482 1.841 -1.431  0.04
H 1.126 3.316 -1.410  0.07
N -1.760 0.857 -0.668  0.07
C -1.802 2.147 0.006  -0.33
C -3.056 2.402 0.849  -0.17
C -3.355 1.436 1.991  -0.18
C -2.359 1.429 3.162  -0.20
N -1.895 2.736 3.623  0.02
C -2.816 3.772 3.816  -0.50
N -2.246 5.051 3.621  0.07
N -3.696 3.752 4.949  0.03
C -0.524 2.392 0.833  -0.66
O -0.338 3.562 1.238  -0.05
O 0.211 1.388 1.053  -0.09
H -2.688 0.484 -0.827  0.07
H -1.249 0.162 -0.121  0.04
H -1.787 2.946 -0.745  0.13
H -3.917 2.399 0.168  0.11
H -2.989 3.416 1.247  0.09
H -3.427 0.406 1.619  0.10
H -4.348 1.698 2.371  0.09
H -1.467 0.864 2.894  0.10
H -2.818 0.881 3.992  0.10
H -1.097 3.046 3.078  0.08
H -1.651 5.064 2.797  0.06
H -2.963 5.755 3.541  0.06
H -4.115 2.834 5.033  0.05
H -3.116 3.887 5.796  0.06
N -0.315 -1.892 0.450  0.05
C -1.082 -2.855 -0.110  -0.32
C -1.651 -2.596 -1.395  -0.09
C -2.419 -3.534 -2.051  -0.15
C -2.697 -4.784 -1.489  -0.17
C -2.168 -5.050 -0.229  -0.15
C -1.390 -4.129 0.453  -0.06
H -1.440 -1.636 -1.849  0.07
H -2.819 -3.284 -3.030  0.08
H -3.304 -5.513 -2.010  0.06
H -2.362 -6.011 0.239  0.08
H -0.994 -4.384 1.427  0.09

The highest occupied orbital energy (spin up / spin down) comes out at -1.13 / 0.26 eV. The value obtained for the LUMO energy (spin up / spin down) is 3.73 / 3.73 eV. The net charge is -2. The calculated total energy is -2101.23963 hartree. The HOMO-LUMO gap (spin up / spin down) comes out at 4.87 / 3.47 eV.

=====

The following maximum force values (in hartree/bohr) correspond, in order, to the records above: 0.1772; 0.3069; 0.0245.